[1]
Molecular formula: C55H45Cl2KN3O2S2Te
Method: DFT, ωB97M-V/def2-TZVPD

Each line ends with the Mulliken charge.
CARTESIAN COORDINATES (ANGSTROEM)
K -0.2703 -0.1531 -1.0029  1.085
C 7.6656 3.9917 -0.9911  -1.517
C 6.3060 3.4360 -0.6567  1.164
C 5.8965 3.3103 0.6704  -1.018
C 4.6383 2.8232 0.9860  -0.036
C 3.7534 2.4832 -0.0331  0.066
C 4.1621 2.5521 -1.3541  -0.461
C 5.4284 3.0339 -1.6581  -1.033
S 2.1578 1.7666 0.3606  1.002
O 1.6136 1.2807 -0.9564  -0.844
C 1.0279 3.1575 0.9470  1.051
C 1.6771 3.9081 2.0832  -1.651
C 0.9658 4.6135 2.9605  -1.090
C -0.4764 4.9133 2.9697  1.312
C -0.9238 5.7157 4.0242  -0.669
C -2.2334 6.1662 4.1020  -0.989
C -3.1197 5.8262 3.0924  -0.871
C -2.6962 5.0172 2.0452  -0.519
C -1.3955 4.5187 1.9608  0.875
C 0.1793 4.0678 -0.0336  0.066
C -0.0801 3.5839 -1.4566  -0.448
C 0.7066 4.0007 -2.5860  0.558
C 1.9565 4.6424 -2.4443  -0.588
C 2.6765 5.0763 -3.5251  -1.152
C 2.1836 4.8901 -4.8296  -0.762
C 0.9911 4.2442 -5.0080  -1.040
C 0.2386 3.7798 -3.9051  1.022
C -0.9782 3.0732 -4.0993  -1.253
C -1.6566 2.5877 -3.0321  -0.809
C -1.2190 2.8601 -1.7033  0.516
S -2.1535 2.0098 -0.4178  2.180
O -2.5396 0.7589 -1.2498  -1.148
C -3.7036 2.9101 -0.3663  -0.049
C -4.6195 2.4530 0.5771  0.041
C -5.8305 3.1032 0.7465  -0.990
C -6.1653 4.2136 -0.0263  1.291
C -7.4854 4.9144 0.1677  -1.552
C -5.2491 4.6480 -0.9772  -1.073
C -4.0273 4.0061 -1.1522  -0.175
H 8.4266 3.6218 -0.3014  0.374
H 7.6682 5.0825 -0.9252  0.286
H 7.9642 3.7217 -2.0046  0.367
H 6.5782 3.5834 1.4685  0.404
H 4.3496 2.6915 2.0235  0.391
H 3.4824 2.2190 -2.1284  0.515
H 5.7378 3.0941 -2.6968  0.310
H 2.7493 3.8561 2.2359  -0.201
H 1.5167 5.0739 3.7769  0.137
H -0.2130 6.0060 4.7933  0.399
H -2.5495 6.7851 4.9337  0.356
H -4.1449 6.1789 3.1195  0.477
H -3.3989 4.7421 1.2673  0.052
H 2.3744 4.7542 -1.4593  0.693
H 3.6388 5.5513 -3.3706  0.506
H 2.7500 5.2430 -5.6829  0.389
H 0.6014 4.0686 -6.0057  0.417
H -1.3373 2.9062 -5.1100  0.351
H -2.5436 1.9790 -3.1503  0.714
H -4.3657 1.5974 1.1933  0.214
H -6.5268 2.7455 1.4990  0.374
H -7.6169 5.2310 1.2045  0.330
H -8.3226 4.2575 -0.0798  0.322
H -7.5578 5.7997 -0.4645  0.348
H -5.4859 5.5140 -1.5871  0.266
H -3.3202 4.3856 -1.8785  0.204
C 1.6547 6.1856 0.2032  -1.342
N 0.3983 5.5037 0.0376  1.506
C -0.6286 6.3002 -0.5882  -0.895
C -1.0217 3.5605 0.8512  -0.548
N -0.1637 2.4794 1.3698  -0.585
H 1.5819 6.9309 1.0074  0.260
H 1.9671 6.7093 -0.7128  0.374
H 2.4527 5.4991 0.4862  0.469
H -0.7840 7.2275 -0.0254  0.359
H -1.5738 5.7529 -0.5908  0.144
H -0.3847 6.5694 -1.6299  0.186
Te -1.0646 0.8732 2.6491  0.336
C -1.5781 -0.5954 4.2387  0.778
C -2.7563 -0.3883 4.9474  -0.531
C -3.1132 -1.2119 6.0113  -0.633
C -2.2868 -2.2668 6.3726  -0.509
C -1.1067 -2.4888 5.6704  -0.741
C -0.7560 -1.6546 4.6164  -0.350
C 0.5826 1.3184 3.8957  0.645
C 0.4333 2.2287 4.9336  -0.462
C 1.5287 2.5722 5.7152  -0.693
C 2.7728 2.0079 5.4585  -0.721
C 2.9129 1.0839 4.4297  -0.611
C 1.8162 0.7316 3.6491  0.025
H -3.4209 0.4248 4.6623  0.252
H -4.0360 -1.0330 6.5523  0.421
H -2.5598 -2.9159 7.1964  0.361
H -0.4593 -3.3135 5.9470  0.413
H 0.1712 -1.8330 4.0786  0.301
H -0.5300 2.6914 5.1267  0.437
H 1.4120 3.2887 6.5206  0.465
H 3.6283 2.2818 6.0652  0.362
H 3.8784 0.6282 4.2360  0.490
H 1.9095 0.0097 2.8444  0.294
Cl 1.9245 -2.3983 1.0408  -0.204
C 0.2357 -2.8245 1.2049  0.953
C -0.1107 -4.1537 1.0776  -0.402
C -1.4421 -4.5378 1.1964  -0.595
C -2.3954 -3.5553 1.4012  -0.599
C -2.0291 -2.2229 1.5122  0.801
Cl -3.3255 -1.0565 1.6073  -0.237
C -0.6854 -1.7663 1.4780  -1.283
N -0.1962 -0.5111 1.5667  -0.396
H 0.6691 -4.8810 0.8931  0.421
H -1.7291 -5.5776 1.1105  0.368
H -3.4468 -3.8064 1.4597  0.422

The total energy comes out at -136661.01228 eV. Its spin multiplicity is 1. The energy above the lowest of the compared OMol25 structures with the same formula, charge and spin is 2.951 eV. The HOMO energy comes out at -3.231 eV. As for the net charge: -1.

***

[2]
Molecular formula: C20H27N4S
Method: DFT, ωB97M-V/def2-TZVPD

Each line ends with the natural charge from an NBO analysis.
CARTESIAN COORDINATES (ANGSTROEM)
C 2.9341 -1.9875 1.8872  -0.658
C 1.6866 -1.4314 0.9806  -0.546
S 0.4611 -0.3465 1.8914  0.234
C -0.5198 -1.5013 2.9932  -0.622
C -2.0442 -1.8231 2.4819  0.311
C -2.2868 -2.2320 0.8856  -0.234
C -3.8565 -2.5984 0.4403  -0.093
C -5.0788 -2.5347 1.5756  -0.236
C -4.6469 -2.0927 3.1219  0.073
N -3.1946 -1.7628 3.5000  -0.543
H 3.2855 -3.0744 1.5402  0.235
H 3.8881 -1.2962 1.7162  0.240
H 2.7345 -2.0316 3.0393  0.228
H 2.1640 -0.7659 0.1182  0.262
H 1.0814 -2.3090 0.4885  0.212
H -0.5731 -1.1261 4.1015  0.260
H 0.0581 -2.5388 3.0126  0.283
H -1.4104 -2.2647 0.1084  0.277
H -4.0494 -2.9271 -0.6889  0.280
H -6.1985 -2.8004 1.2997  0.294
H -5.4838 -2.0625 3.9555  0.278
H -2.9955 -1.4856 4.5036  0.460
N -0.2509 3.7711 0.0629  -0.508
C -0.8151 2.9998 1.0454  -0.098
C -1.6536 3.8016 1.7872  -0.297
C -1.5977 5.1009 1.2287  -0.306
C -0.7263 5.0528 0.1636  -0.066
H 0.4117 3.4454 -0.6288  0.409
H -0.5710 1.9496 1.1334  0.199
H -2.2429 3.4847 2.6378  0.213
H -2.1357 5.9772 1.5665  0.229
H -0.4037 5.8190 -0.5286  0.219
N -0.5144 -2.9084 -2.5426  -0.524
C 0.4597 -3.8490 -2.3308  -0.094
C 0.2623 -4.8755 -3.2273  -0.279
C -0.8671 -4.5393 -4.0112  -0.294
C -1.3251 -3.3184 -3.5689  -0.086
H -0.6183 -2.0463 -2.0234  0.400
H 1.2070 -3.7085 -1.5614  0.204
H 0.8673 -5.7692 -3.3087  0.232
H -1.2995 -5.1245 -4.8125  0.234
H -2.1570 -2.7085 -3.8950  0.213
N 2.8896 3.4295 -2.3313  -0.520
C 3.6210 3.2307 -1.1893  -0.097
C 4.6344 4.1628 -1.1653  -0.283
C 4.5060 4.9554 -2.3308  -0.299
C 3.4188 4.4826 -3.0311  -0.075
H 2.0848 2.8850 -2.6130  0.405
H 3.3595 2.4441 -0.4943  0.199
H 5.3843 4.2619 -0.3912  0.226
H 5.1382 5.7824 -2.6271  0.231
H 2.9784 4.8036 -3.9656  0.216

The total energy comes out at -37957.31081 eV. Its spin multiplicity is 1. The HOMO energy comes out at -10.024 eV. As for the net charge: +1.

***

[3]
Molecular formula: C6H10
Method: DFT, ωB97M-V/def2-TZVPD

Each line ends with the natural charge from an NBO analysis.
CARTESIAN COORDINATES (ANGSTROEM)
C -2.7435 0.1155 0.0247  -0.477
C -1.5115 0.4771 0.3002  0.100
C -0.2336 0.4838 0.1321  -0.105
C 1.1996 0.7291 0.2504  -0.226
C 0.7100 -0.1826 -0.8451  -0.425
C 2.0036 0.0959 1.3551  -0.598
H -3.1620 -0.7994 0.4364  0.220
H -3.3454 0.6581 -0.7000  0.220
H -1.7435 -0.9734 -1.4907  0.000
H 1.5396 1.7017 -0.0970  0.224
H 0.9170 -1.2481 -0.7307  0.219
H 0.7597 0.1647 -1.8754  0.224
H -1.0141 -1.0037 -1.6399  -0.014
H 1.5572 -0.8603 1.6484  0.212
H 3.0198 -0.0975 0.9955  0.211
H 2.0471 0.7392 2.2359  0.215

The total energy comes out at -6379.58267 eV. Its spin multiplicity is 1. The energy above the lowest of the compared OMol25 structures with the same formula, charge and spin is 4.277 eV. The HOMO energy comes out at -9.061 eV. As for the net charge: 0.